Record 1
{"formula": "H28O14", "method": "ωB97M-V/def2-TZVPD", "elements": ["H", "H", "H", "H", "H", "O", "H", "H", "O", "H", "H", "H", "H", "H", "O", "O", "O", "H", "O", "H", "H", "H", "H", "H", "H", "O", "H", "O", "H", "O", "H", "H", "H", "O", "H", "H", "O", "O", "O", "H", "H", "O"], "positions_angstrom": [[0.681, 3.925, -1.674], [3.507, 3.203, -1.321], [0.152, 3.267, -2.853], [2.415, -2.536, -1.180], [2.594, 0.728, -2.949], [-2.689, -4.059, 1.755], [-4.324, -1.439, 1.017], [-0.255, -2.576, -1.388], [-2.399, 2.327, 3.778], [0.524, -2.565, 2.949], [-3.046, -4.938, 1.859], [1.326, -3.886, -3.095], [0.251, -0.090, 0.091], [-2.278, -4.110, 0.956], [3.248, 3.358, -0.416], [-1.152, -2.729, -1.446], [1.875, 2.168, 1.393], [-2.345, 2.666, 4.659], [-0.358, 3.809, 0.987], [-2.394, 3.120, 3.132], [3.902, -2.592, -1.464], [-0.938, 0.077, 1.168], [1.260, -3.170, 4.011], [-0.780, 4.445, 1.494], [-1.155, -3.494, -2.031], [3.051, -2.770, -1.875], [-2.914, -1.549, 1.138], [0.338, 4.143, -2.492], [-1.207, 1.464, -0.375], [-3.678, -1.086, 1.558], [2.291, 0.896, -4.475], [2.084, 2.874, 1.979], [0.265, -2.800, -3.094], [0.389, -2.861, 3.873], [2.335, 3.546, -0.412], [2.743, 1.933, 1.058], [-1.501, 1.217, -1.268], [0.577, -3.579, -2.575], [-0.370, -0.575, 0.660], [-1.562, 1.927, -1.810], [0.369, 4.333, 0.624], [2.233, 0.305, -3.682]], "lowdin_charge": [-0.05, 0.05, 0.04, 0.04, -0.02, 0.00, -0.02, -0.05, -0.07, 0.04, 0.04, 0.06, 0.03, -0.03, -0.02, -0.06, -0.05, 0.01, -0.01, 0.07, 0.04, 0.07, 0.00, 0.00, 0.03, -0.06, 0.03, -0.01, 0.03, -0.04, 0.07, 0.02, 0.09, -0.05, -0.02, 0.03, -0.01, -0.09, -0.08, -0.04, 0.04, -0.04]}

Record 2
{"formula": "C5H12O3", "method": "ωB97M-V/def2-TZVPD", "elements": ["H", "H", "O", "H", "H", "H", "H", "H", "C", "C", "C", "H", "C", "C", "H", "H", "O", "H", "O", "H"], "positions_angstrom": [[-0.350, 0.170, -1.205], [1.441, -0.787, 0.985], [1.103, 2.600, 2.218], [-3.577, -0.582, 0.593], [1.614, 1.505, -0.929], [0.754, 0.742, 1.131], [3.014, 0.983, 0.038], [2.738, -0.191, -1.090], [-1.417, -0.391, 0.569], [1.078, 0.036, 0.427], [2.118, 0.639, -0.516], [1.380, 3.442, 1.733], [-2.705, -0.925, -0.122], [-0.152, -0.425, -0.293], [-1.220, -0.964, 1.494], [-2.785, -0.303, -1.087], [-2.684, -2.253, -0.302], [0.018, -1.331, -0.740], [2.210, 0.041, -2.175], [-1.589, 0.612, 0.765]], "lowdin_charge": [0.11, 0.10, -0.66, 0.07, 0.11, 0.05, 0.12, 0.07, -0.22, -0.23, -0.17, -0.19, -0.59, -0.24, 0.11, 0.07, -0.40, 0.07, -0.26, 0.07], "total_charge": -2}

Record 3
{"formula": "C4H11NO3", "method": "ωB97M-V/def2-TZVPD", "elements": ["H", "O", "H", "H", "C", "C", "H", "H", "H", "H", "C", "O", "N", "C", "O", "H", "H", "H", "H"], "positions_angstrom": [[2.080, 1.446, -0.943], [-1.458, -2.256, 0.442], [1.230, -1.085, -0.802], [-0.840, -0.292, 2.156], [-0.284, -0.240, 1.221], [0.194, -1.315, -1.005], [3.283, 1.759, -1.793], [-1.072, -2.933, 0.994], [-1.719, -0.532, -0.456], [-2.127, 1.581, 1.329], [-0.892, -1.026, 0.046], [2.774, 1.005, -1.471], [-1.316, 1.929, 0.855], [-0.170, 1.198, 0.739], [0.855, 1.702, 0.318], [0.136, -2.357, -1.309], [-1.471, 2.719, 0.265], [0.739, -0.591, 1.320], [0.059, -0.714, -1.905]], "lowdin_charge": [-0.02, -0.05, 0.06, 0.12, -0.06, -0.03, 0.03, 0.09, 0.14, 0.10, -0.41, -0.09, 0.17, -0.51, 0.05, 0.08, 0.11, 0.12, 0.08], "smiles": "C[C@@H](O)CC(N)=O.O"}

Record 4
{"formula": "C4H8NO3", "method": "ωB97M-V/def2-TZVPD", "elements": ["C", "H", "O", "H", "C", "H", "C", "H", "N", "H", "H", "O", "C", "H", "H", "O"], "positions_angstrom": [[0.512, -0.042, 2.436], [0.829, -0.030, 3.488], [-0.488, 2.156, 2.308], [1.032, 0.712, -3.595], [-0.493, -0.754, -1.059], [0.129, -1.016, 2.162], [0.139, -0.640, -2.408], [-0.821, -1.728, -0.738], [0.687, 0.592, -2.662], [-1.407, -0.163, -1.072], [0.138, -0.314, -0.294], [-1.819, 0.324, 2.382], [-0.722, 0.931, 2.361], [1.391, 0.244, 1.857], [0.770, 1.230, -1.893], [0.123, -1.502, -3.275]], "lowdin_charge": [-0.08, 0.05, -0.11, 0.10, 0.00, 0.04, -0.59, 0.08, 0.14, 0.10, 0.06, -0.12, -0.81, 0.04, 0.10, 0.01], "total_charge": -1}

Record 5
{"formula": "C31H69F4NO14P", "method": "ωB97M-V/def2-TZVPD", "elements": ["O", "C", "C", "H", "H", "C", "C", "O", "C", "H", "H", "C", "C", "H", "H", "H", "H", "F", "H", "H", "O", "O", "H", "C", "O", "H", "O", "H", "H", "H", "H", "C", "C", "H", "H", "C", "C", "H", "C", "H", "H", "C", "H", "C", "C", "H", "H", "H", "P", "C", "H", "H", "C", "H", "H", "H", "O", "H", "H", "H", "O", "H", "C", "H", "H", "H", "H", "H", "C", "H", "H", "C", "H", "H", "C", "H", "H", "C", "O", "C", "F", "H", "H", "H", "H", "H", "C", "O", "F", "N", "C", "C", "H", "H", "H", "H", "H", "C", "C", "H", "C", "H", "H", "O", "H", "H", "H", "H", "C", "H", "F", "O", "H", "H", "O", "H", "H", "O", "H", "H"], "positions_angstrom": [[6.269, -0.509, -0.065], [5.877, -1.844, -0.181], [-2.101, 5.282, 1.972], [0.927, 3.493, 4.572], [2.280, -8.368, 1.718], [-0.826, -1.218, -4.595], [1.485, -1.757, -1.725], [-1.360, -2.381, -3.970], [2.805, -2.109, -2.358], [-1.394, 2.099, 0.877], [-1.876, 9.511, 6.183], [-1.686, 9.328, 5.118], [1.182, -5.421, -2.864], [-0.833, 0.906, -4.431], [-1.265, 4.810, 2.493], [-1.217, 7.635, 3.871], [2.228, -5.137, -2.763], [3.872, 2.027, -1.512], [1.595, 2.000, 1.504], [1.036, -5.189, 3.308], [-2.254, -2.911, -6.835], [0.673, -5.615, -1.562], [-2.946, -0.398, 1.768], [-3.302, 6.607, 5.130], [-0.530, -8.034, -0.104], [4.743, -0.408, 1.613], [3.956, -0.555, -0.578], [5.686, 0.176, -2.483], [3.859, -2.242, 0.578], [0.650, -4.614, -3.381], [-2.087, -4.425, -8.250], [-1.257, 7.891, 4.931], [-0.672, -6.044, -1.553], [1.937, 4.069, 3.225], [-1.332, -5.175, -1.689], [-4.386, 1.592, 1.869], [1.331, 3.234, 3.594], [4.679, -3.111, -2.120], [-2.486, -3.713, -5.692], [-3.194, 2.121, -4.043], [-0.865, 9.985, 4.796], [1.272, -7.953, 1.570], [1.881, -6.656, 3.846], [5.113, 1.692, -1.025], [0.857, -8.204, 0.138], [-3.835, 6.136, 5.959], [-0.749, 0.944, 3.398], [-2.098, -6.794, -0.182], [4.919, 0.475, 0.476], [-2.598, -2.870, -4.441], [-0.565, -3.939, -7.457], [0.212, -1.173, -4.260], [-1.526, -3.576, -7.839], [1.053, -9.258, -0.077], [-3.026, -0.196, 3.536], [1.141, -0.850, -2.221], [-2.749, 0.241, -4.808], [-0.137, 1.454, -0.192], [3.382, -3.692, -1.063], [3.917, -2.122, -3.880], [-2.781, 6.200, 2.808], [1.115, -6.342, -3.456], [-3.237, 5.599, 4.005], [-3.424, -4.272, -5.826], [3.740, 1.216, 0.872], [-3.326, -2.066, -4.581], [-4.393, 1.102, 0.888], [0.120, -6.692, 3.563], [-1.108, 0.201, 2.682], [-2.777, 4.495, 1.616], [0.762, -2.565, -1.836], [5.924, 1.205, -2.226], [-0.249, 7.800, 5.342], [-4.554, 1.133, -4.622], [1.072, -6.272, 3.214], [5.771, 1.327, 1.258], [-1.723, 5.836, 1.114], [3.837, -2.795, -1.498], [-0.463, 0.325, 1.431], [0.637, 2.527, 1.451], [5.663, 2.876, -0.604], [-1.620, 0.058, -3.079], [6.183, -2.428, 0.698], [-0.823, -0.789, 3.047], [-1.338, -2.859, -8.636], [1.974, 2.354, 3.693], [-3.601, 1.103, -4.096], [0.236, 2.974, 2.741], [5.676, 1.984, -3.334], [2.985, -1.827, -3.586], [-1.011, -6.704, -0.236], [-2.618, 0.228, 2.607], [-4.656, 2.640, 1.740], [-2.966, -3.527, -3.648], [-2.576, 4.775, 4.296], [0.764, 3.396, 0.791], [-1.671, -4.434, -5.560], [-0.411, 1.619, 0.853], [4.332, -1.884, -0.345], [-4.245, 5.188, 3.846], [-1.491, 0.068, -4.168], [-3.771, 0.741, -3.075], [1.641, -1.503, -0.677], [-2.844, 9.624, 4.357], [-3.863, 7.493, 4.823], [-4.459, 10.834, 4.254], [-3.862, 10.555, 5.905], [-0.856, -6.749, -2.374], [-3.564, 10.721, 4.862], [-0.678, -6.077, 0.594], [7.251, 1.325, -1.979], [1.291, -6.568, 1.856], [-5.137, 1.111, 2.509], [6.361, -2.283, -1.064], [-3.108, 1.552, 2.451], [0.583, -8.476, 2.244], [-2.979, 11.648, 4.807], [-2.033, 6.957, 5.662], [-0.825, -1.318, -5.682], [1.459, -7.599, -0.544]], "lowdin_charge": [-0.33, -0.24, -0.09, 0.08, 0.13, -0.17, -0.03, -0.14, -0.44, 0.11, 0.13, -0.21, -0.10, 0.13, 0.08, 0.12, 0.08, 0.02, 0.11, 0.09, -0.19, -0.20, 0.13, -0.19, -0.13, 0.00, -0.31, 0.14, 0.12, 0.08, 0.08, -0.18, -0.21, 0.09, 0.13, -0.12, -0.10, 0.10, -0.21, 0.09, 0.13, -0.21, 0.09, -0.52, -0.19, 0.13, 0.12, 0.13, 0.58, -0.19, 0.09, 0.10, -0.12, 0.13, 0.13, 0.07, -0.20, 0.13, 0.11, 0.04, -0.19, 0.09, -0.21, 0.13, -0.01, 0.12, 0.09, 0.09, -0.19, 0.08, 0.07, -0.33, 0.13, 0.08, -0.11, -0.01, 0.09, -0.09, -0.12, -0.19, 0.01, 0.13, 0.11, 0.13, 0.09, 0.09, -0.12, -0.23, 0.04, 0.14, -0.18, -0.20, 0.08, 0.12, 0.13, 0.13, 0.12, -0.18, -0.40, 0.13, -0.20, 0.08, 0.08, -0.19, 0.12, 0.09, 0.09, 0.13, -0.12, 0.12, 0.06, -0.19, 0.09, 0.10, -0.21, 0.12, 0.09, -0.13, 0.13, 0.12], "total_charge": -1}

Number 1: electronic energy -1070.01849 Ha, frontier orbital gap 9.7485 eV, HOMO -10.16 eV. Number 2: electronic energy -423.13881 Ha, frontier orbital gap 5.5460 eV, HOMO 0.37 eV. Number 3: electronic energy -439.48564 Ha, frontier orbital gap 10.8386 eV, HOMO -10.15 eV. Number 4: electronic energy -437.77521 Ha, frontier orbital gap 7.4975 eV, HOMO -4.14 eV. Number 5: electronic energy -3071.27695 Ha, frontier orbital gap 7.2457 eV, HOMO -5.11 eV.